No. 1
{
  "formula": "C25H26Cl3N5RuS2",
  "method": "the ωB97M-V functional and the def2-TZVPD basis",
  "symbols": ["Ru", "C", "C", "C", "C", "C", "C", "C", "N", "N", "C", "C", "C", "C", "C", "C", "N", "C", "C", "C", "C", "C", "C", "N", "H", "H", "H", "H", "H", "H", "H", "H", "H", "H", "H", "H", "H", "H", "H", "H", "H", "H", "H", "H", "C", "C", "S", "C", "C", "S", "H", "H", "H", "H", "H", "H", "Cl", "C", "Cl", "Cl", "C", "N"],
  "coordinates": [[0.133423, 0.654815, -0.174949], [-2.535870, -1.438245, 0.486684], [-1.612187, -2.561238, 0.050482], [-0.582077, -2.929360, 1.096039], [0.140364, -4.111512, 0.959353], [1.076540, -4.441768, 1.918544], [1.260368, -3.581853, 2.992654], [0.488027, -2.437011, 3.048806], [-0.420456, -2.109227, 2.129336], [-2.128614, -0.072115, 0.053800], [-2.639668, 0.202011, -1.313448], [-1.668256, -0.141706, -2.403993], [-2.087077, -0.573795, -3.649905], [-1.139317, -0.851402, -4.620788], [0.200676, -0.705948, -4.301931], [0.542505, -0.272110, -3.035609], [-0.375111, 0.027720, -2.106242], [-2.673527, 0.925821, 0.978273], [-2.216079, 2.313640, 0.590584], [-2.935670, 3.427544, 0.989873], [-2.519459, 4.687135, 0.594447], [-1.401136, 4.786422, -0.218222], [-0.734559, 3.632528, -0.576464], [-1.114518, 2.413048, -0.171742], [-2.576242, -1.439877, 1.574040], [-3.551272, -1.616379, 0.117550], [-1.107093, -2.304154, -0.883909], [-2.200799, -3.456450, -0.162845], [-0.032010, -4.754552, 0.105218], [1.651516, -5.354703, 1.834395], [1.977194, -3.796759, 3.772760], [0.598703, -1.743156, 3.874056], [-2.843713, 1.269443, -1.408503], [-3.589870, -0.314182, -1.477035], [-3.143548, -0.698810, -3.844971], [-1.441813, -1.191245, -5.601983], [0.979179, -0.928324, -5.017180], [1.575291, -0.153663, -2.740917], [-2.322713, 0.677190, 1.983052], [-3.770646, 0.908860, 0.997829], [-3.822875, 3.294182, 1.594724], [-3.066609, 5.569642, 0.897052], [-1.041352, 5.740567, -0.574937], [0.142649, 3.684194, -1.207879], [4.221334, -1.548299, -0.483464], [3.093501, -0.554353, -0.504544], [1.577821, -1.100123, 0.036231], [3.265169, 0.758660, -0.911609], [4.570568, 1.312216, -1.405416], [1.936975, 1.819423, -0.863204], [3.875184, -2.504034, -0.095073], [5.041918, -1.199029, 0.145877], [4.620031, -1.711856, -1.486791], [5.383067, 0.600199, -1.279208], [4.827418, 2.227216, -0.871113], [4.502884, 1.566471, -2.465197], [0.527875, 0.453028, 5.282548], [1.018169, 1.774392, 4.217268], [0.070574, 3.227679, 4.580418], [2.742818, 2.099137, 4.389411], [0.746441, 1.410581, 2.825447], [0.505958, 1.133474, 1.742319]],
  "forces_ev_per_a": [[-1.0, 0.0, 0.0], [-0.1, 0.1, 0.1], [0.0, 0.0, 0.0], [-0.1, -0.1, 0.1], [0.0, 0.0, 0.0], [0.0, 0.0, 0.0], [0.0, 0.0, 0.0], [0.1, 0.0, 0.1], [-0.1, -0.1, 0.0], [0.6, -0.2, -0.3], [-0.1, 0.1, -0.1], [-0.1, -0.1, 0.2], [0.0, 0.0, 0.0], [0.0, 0.0, 0.0], [0.0, 0.0, 0.0], [0.0, 0.0, -0.1], [0.3, 0.1, -0.1], [0.1, 0.2, 0.0], [-0.1, 0.1, 0.1], [-0.1, 0.0, 0.0], [0.1, 0.0, 0.0], [-0.1, 0.0, 0.0], [0.1, -0.1, -0.1], [-0.1, 0.2, 0.3], [0.0, 0.1, 0.0], [0.0, 0.0, 0.0], [0.1, 0.0, 0.0], [0.0, 0.1, 0.0], [0.0, 0.0, 0.0], [0.0, 0.0, 0.0], [0.0, 0.0, 0.0], [0.0, -0.1, -0.1], [0.0, 0.0, 0.0], [0.0, 0.0, 0.0], [0.0, 0.0, 0.0], [0.0, 0.0, 0.0], [0.0, 0.0, 0.0], [0.0, 0.0, 0.0], [0.0, 0.0, 0.0], [0.0, 0.0, 0.0], [0.0, 0.0, 0.0], [0.0, 0.0, 0.0], [0.0, 0.0, 0.0], [0.0, -0.1, 0.0], [0.0, 0.0, 0.0], [0.0, 0.2, 0.0], [0.4, -0.4, -0.1], [-0.1, -0.1, 0.1], [0.0, 0.0, 0.0], [0.4, 0.2, -0.1], [0.0, 0.0, 0.0], [0.0, 0.0, 0.0], [0.0, 0.0, 0.0], [0.0, 0.0, 0.0], [0.0, 0.0, 0.0], [0.0, 0.0, 0.0], [0.0, 0.1, 0.0], [0.0, 0.1, -0.1], [0.0, 0.0, 0.0], [0.0, 0.0, 0.0], [-0.1, -0.1, 0.1], [0.0, 0.0, -0.1]],
  "mulliken_charge": [0.362, -1.250, -0.800, 0.181, -0.803, -0.503, -0.652, 0.190, 0.146, 0.775, -1.631, 0.953, -1.154, -0.397, -0.989, -0.111, 0.793, -1.168, 0.707, -0.954, -0.554, -0.897, -0.670, 0.876, 0.655, 0.478, 0.311, 0.483, 0.449, 0.435, 0.443, -0.036, 0.492, 0.451, 0.491, 0.435, 0.475, 0.132, 0.562, 0.564, 0.505, 0.454, 0.460, 0.423, -1.843, 0.260, 0.258, 0.960, -1.556, -0.306, 0.386, 0.390, 0.366, 0.417, 0.347, 0.301, -0.112, 0.724, -0.098, -0.086, -0.241, -0.280],
  "total_charge": 1,
  "e_above_lowest_ev": 0.351,
  "spin_multiplicity": 2,
  "homo_lumo_gap_ha": [0.258, 0.245]
}

---

No. 2
{
  "formula": "C25H26ClCrN4O2S2",
  "method": "the ωB97M-V functional and the def2-TZVPD basis",
  "symbols": ["Cr", "C", "C", "N", "N", "C", "S", "S", "C", "C", "C", "C", "C", "C", "C", "C", "C", "C", "C", "C", "C", "O", "H", "H", "H", "H", "H", "H", "H", "H", "H", "H", "H", "H", "H", "H", "C", "N", "C", "N", "O", "H", "H", "H", "H", "H", "H", "Cl", "C", "C", "C", "C", "C", "C", "C", "H", "H", "H", "H", "H", "H"],
  "coordinates": [[0.730172, -1.193090, -0.147326], [3.780972, -0.036190, 0.388574], [2.335872, 0.371210, 0.333374], [1.538672, -0.062090, 1.306774], [0.679372, 0.784710, 1.876974], [-0.537228, 0.446810, 2.114374], [-1.300828, -0.954990, 1.501274], [-1.486928, 1.443510, 3.191774], [-0.461928, 2.972010, 3.324574], [-1.259528, 4.117710, 2.801474], [-1.534828, 4.193910, 1.440674], [-2.349528, 5.194510, 0.947874], [-2.895028, 6.132410, 1.810874], [-2.599928, 6.083110, 3.163074], [-1.789928, 5.074810, 3.656574], [1.945872, 1.610410, -0.364026], [2.628172, 2.814710, -0.328526], [2.087772, 3.938410, -0.933026], [0.863472, 3.851710, -1.583126], [0.168672, 2.661710, -1.643426], [0.698672, 1.509210, -1.039326], [0.109372, 0.353810, -1.100126], [3.898572, -0.947090, 0.972274], [4.330172, 0.758010, 0.895274], [4.210872, -0.158490, -0.601626], [0.427572, 2.764010, 2.731174], [-0.203428, 3.092610, 4.375474], [-1.103728, 3.461710, 0.773374], [-2.558228, 5.239210, -0.111126], [-3.550228, 6.901610, 1.428974], [-3.002028, 6.828410, 3.836774], [-1.564528, 5.034810, 4.713274], [3.567872, 2.879710, 0.202374], [2.615672, 4.880910, -0.892926], [0.442172, 4.735610, -2.040126], [-0.780928, 2.590810, -2.152726], [-3.950128, -3.373690, -0.879426], [-2.667028, -2.726390, -0.784326], [-1.582828, -2.997790, -1.522326], [-1.682728, -3.969390, -2.474326], [-0.519828, -2.378190, -1.389326], [-4.652228, -2.843090, -0.241926], [-3.894528, -4.412490, -0.542026], [-4.329328, -3.352490, -1.904026], [-2.558228, -1.968590, -0.121326], [-2.394428, -4.672890, -2.394026], [-0.814228, -4.237290, -2.911826], [1.260772, -3.176990, 1.107874], [1.336972, -4.221390, -0.271126], [0.874072, -5.515990, -0.211626], [0.839772, -6.261590, -1.383326], [1.249372, -5.687990, -2.577326], [1.709672, -4.380390, -2.614626], [1.769172, -3.606390, -1.453926], [2.197072, -2.204390, -1.380526], [0.527472, -5.932890, 0.721274], [0.480672, -7.278990, -1.351926], [1.211272, -6.264690, -3.491126], [2.021872, -3.952090, -3.556726], [2.340272, -1.785790, -2.377126], [3.145872, -2.168290, -0.844626]],
  "forces_ev_per_a": [[-2.1, -0.7, -1.7], [-0.3, -0.6, -0.4], [0.6, 1.6, 1.2], [1.4, -0.9, 0.1], [-0.5, 1.2, 0.0], [0.2, -0.1, 0.1], [0.4, -0.3, -0.2], [0.0, 0.2, 0.0], [-0.2, -0.5, 0.1], [-0.1, 0.2, 0.1], [0.1, 0.1, 0.0], [0.1, 0.0, 0.0], [-0.1, 0.1, 0.0], [-0.1, 0.1, 0.0], [0.1, -0.1, 0.0], [-0.6, -0.2, -0.4], [0.1, 0.0, 0.0], [0.2, 0.1, 0.1], [0.0, 0.0, 0.1], [0.0, -0.3, 0.1], [0.9, 0.9, 0.2], [-0.4, -1.3, 0.0], [0.0, 0.0, 0.0], [-0.1, 0.1, 0.1], [0.0, 0.0, -0.1], [0.0, 0.1, 0.1], [0.1, 0.1, -0.1], [0.0, -0.1, -0.1], [0.0, 0.0, -0.1], [0.0, 0.1, 0.0], [0.0, 0.0, 0.0], [0.0, 0.0, 0.1], [0.1, 0.1, 0.0], [0.0, 0.0, 0.0], [0.0, 0.1, -0.1], [-0.1, 0.0, 0.0], [0.0, -0.2, -0.2], [0.1, 0.2, 0.2], [-0.4, -0.2, 0.0], [-0.1, 0.2, 0.1], [0.4, 0.6, 0.1], [0.0, 0.0, 0.0], [-0.1, 0.0, 0.0], [0.0, 0.0, 0.0], [0.1, 0.0, -0.1], [0.0, 0.0, 0.0], [0.0, 0.0, 0.1], [0.1, -0.5, 0.9], [0.2, -0.3, -0.9], [0.0, 0.0, 0.0], [0.0, 0.0, 0.0], [0.0, -0.2, 0.0], [0.1, 0.1, 0.2], [-0.1, -0.5, 0.3], [0.1, 0.8, 0.1], [0.0, 0.0, 0.1], [0.0, -0.1, 0.0], [0.0, -0.1, -0.1], [0.0, 0.1, 0.0], [-0.1, 0.2, 0.1], [0.1, 0.1, 0.0]],
  "mulliken_charge": [0.012, -1.846, 1.414, -0.653, -0.357, 0.553, -0.503, -0.181, -0.734, 0.385, 0.030, -0.558, -0.433, -0.561, -0.481, 0.632, -0.949, -0.817, -0.434, -1.084, 1.023, -0.304, 0.433, 0.515, 0.332, 0.232, 0.518, 0.305, 0.424, 0.366, 0.369, 0.350, 0.323, 0.409, 0.451, 0.444, -1.126, 0.090, 0.468, -0.421, -0.061, 0.339, 0.334, 0.353, -0.040, 0.230, 0.222, -0.193, 1.131, -0.769, -0.305, -0.747, -0.923, 0.545, -1.279, 0.466, 0.419, 0.371, 0.385, 0.370, 0.518],
  "e_above_lowest_ev": 2.602,
  "spin_multiplicity": 4,
  "homo_lumo_gap_ha": [0.273, 0.243]
}